# C22H60N2O20Y

A structure of composition C22H60N2O20Y at a distorted geometry (ωB97M-V with the def2-TZVPD basis set, OMol25).

Positions of all 105 atoms, in Å:
1 Y -10.1981 1.9314 -15.2221
2 O -11.0422 2.3616 -19.2572
3 C -10.8515 2.1664 -17.9739
4 O -10.1200 1.2439 -17.5182
5 O -11.3965 2.9208 -17.1154
6 H -10.6622 1.5661 -19.7432
7 O -9.6946 -2.0631 -13.8619
8 C -9.8024 -0.7894 -14.2347
9 O -10.3308 0.0833 -13.4976
10 O -9.3979 -0.3950 -15.3689
11 H -9.2239 -2.4654 -14.6077
12 C -7.8560 4.1531 -18.4560
13 C -8.1274 5.4586 -17.7403
14 C -7.4769 6.6830 -18.3274
15 O -7.5449 7.6923 -17.3527
16 C -6.9099 8.8790 -17.7585
17 N -9.5713 5.5974 -17.4385
18 H -6.7993 3.9878 -18.6566
19 H -8.4220 3.9920 -19.3743
20 H -8.2029 3.3728 -17.7742
21 H -7.6651 5.3595 -16.7465
22 H -8.0361 6.9946 -19.2274
23 H -6.4594 6.4690 -18.6745
24 H -7.3120 9.2864 -18.6942
25 H -5.8243 8.7674 -17.8183
26 H -7.1269 9.6572 -17.0240
27 H -10.1100 5.6137 -18.3227
28 H -9.6585 6.5940 -17.2000
29 C -7.9323 0.1165 -20.3677
30 C -9.0318 -0.3785 -21.3066
31 C -9.3704 -1.8269 -21.0477
32 O -8.3128 -2.6316 -21.4831
33 C -8.4890 -3.9823 -21.1159
34 N -10.2305 0.4428 -21.0290
35 H -7.7080 1.1686 -20.5796
36 H -7.0352 -0.4846 -20.5107
37 H -8.2749 0.1288 -19.3301
38 H -8.6699 -0.2125 -22.3258
39 H -10.2963 -2.0915 -21.5817
40 H -9.5532 -1.9463 -19.9671
41 H -8.3908 -4.1079 -20.0300
42 H -7.7123 -4.5481 -21.6194
43 H -9.4948 -4.3143 -21.3958
44 H -11.0941 -0.0217 -21.3234
45 H -10.2187 1.2174 -21.7042
46 C -9.1703 3.6861 -22.1321
47 C -10.3217 3.6408 -23.1029
48 O -10.8828 2.3066 -23.1837
49 O -7.9515 3.2639 -22.6902
50 H -9.4318 3.1009 -21.2411
51 H -9.0558 4.7233 -21.8167
52 H -10.0080 3.9577 -24.1014
53 H -11.1016 4.3444 -22.7880
54 H -11.7612 2.4264 -23.5560
55 H -8.0159 2.3775 -23.0586
56 C -13.5500 1.2099 -15.0506
57 C -13.1986 1.9716 -13.7965
58 O -12.0307 2.8008 -14.0441
59 O -12.3341 0.6334 -15.5322
60 H -13.8224 1.9757 -15.7891
61 H -14.3431 0.4855 -14.8865
62 H -12.9630 1.3224 -12.9531
63 H -14.0633 2.5865 -13.5408
64 H -12.2729 3.6736 -13.7242
65 H -12.5168 -0.1561 -16.0975
66 C -13.8752 2.3434 -20.5621
67 C -14.3126 1.4075 -21.6493
68 O -15.0106 0.2595 -21.1672
69 O -14.9360 3.1315 -20.1012
70 H -13.0409 2.9527 -20.9700
71 H -13.3293 1.7975 -19.7811
72 H -13.4459 1.0770 -22.2303
73 H -14.9218 1.9625 -22.3713
74 H -15.9516 0.4487 -21.2059
75 H -14.6375 3.5628 -19.2844
76 C -8.9651 4.0987 -12.8325
77 C -8.9297 4.8895 -14.1515
78 O -9.8389 4.2968 -15.0935
79 O -9.3612 2.7463 -13.0527
80 H -9.6467 4.6016 -12.1380
81 H -7.9825 4.1566 -12.3631
82 H -7.9051 4.7793 -14.5210
83 H -9.1919 5.9340 -14.0056
84 H -9.7591 4.7705 -16.0099
85 H -9.1422 2.2098 -12.2823
86 C -13.2339 5.7637 -18.3414
87 C -12.6078 5.8107 -19.7208
88 O -11.3148 5.2236 -19.7437
89 O -13.6212 4.4517 -17.9657
90 H -14.1392 6.3710 -18.3014
91 H -12.4999 6.1943 -17.6489
92 H -12.5185 6.8535 -20.0288
93 H -13.2595 5.3030 -20.4400
94 H -11.3853 4.2579 -19.7409
95 H -12.8553 4.0146 -17.5533
96 C -12.8327 -1.9537 -19.5818
97 C -12.2476 -0.9620 -18.6150
98 O -12.4285 -1.4028 -17.2433
99 O -12.8212 -1.4823 -20.9116
100 H -13.8418 -2.2735 -19.2852
101 H -12.3136 -2.9190 -19.5812
102 H -12.7650 -0.0049 -18.6740
103 H -11.1736 -0.8454 -18.7574
104 H -11.6993 -1.9853 -17.0088
105 H -13.5413 -0.8459 -21.0340

Values from the calculation:
- Multiplicity: 1
- Frontier orbital gap: 9.029 eV
- E_tot: -68760.4079 eV
- Maximum force: 2.6 eV/Å
- ΔE to the lowest compared entry with this formula, charge and spin: 0.0 kJ/mol
- Charge: +1

Mulliken atomic charge list, values in e, 2 entries: Y 0.8063; O 1.6810

=====

# C22H60N3O12S

A structure of composition C22H60N3O12S at a distorted geometry (ωB97M-V with the def2-TZVPD basis set, OMol25).

Positions of all 98 atoms, in Å:
1 O -1.4687 0.4216 -0.5228
2 H -2.1824 -0.3109 -0.5510
3 H -1.9766 1.3060 -0.6326
4 H -0.8671 0.3360 -1.3421
5 O -2.0546 1.4423 -3.0995
6 H -2.8400 0.7987 -3.1145
7 H -2.1541 2.0802 -2.3452
8 H -1.1753 0.9145 -2.9576
9 O -4.9477 2.3940 -0.9040
10 H -5.2962 1.3930 -0.8908
11 H -3.9278 2.4197 -0.8989
12 H -5.3712 2.8746 -0.1840
13 O -0.1493 -0.0777 -2.5087
14 H -0.3333 -1.0208 -2.5561
15 O -2.8733 2.5296 -1.0501
16 H -2.3995 3.3232 -0.7819
17 S -4.4023 -0.9424 -1.5197
18 O -3.1925 -1.3221 -0.7756
19 O -3.8512 -0.1922 -2.6724
20 O -5.1802 -2.0429 -2.0151
21 O -5.1918 -0.0034 -0.7220
22 C -0.4155 -3.6255 0.6942
23 C -1.5439 -4.6260 0.4350
24 C -2.2857 -5.0124 1.6888
25 O -1.4414 -5.8050 2.5477
26 C -1.5627 -7.1939 2.3829
27 N -2.5003 -4.0839 -0.5339
28 H 0.0314 -3.2096 -0.2096
29 H 0.2531 -3.9779 1.4764
30 H -0.8789 -2.6992 1.0584
31 H -1.1500 -5.5176 -0.0634
32 H -3.1978 -5.5789 1.4701
33 H -2.6628 -4.1907 2.3026
34 H -2.5937 -7.5469 2.4871
35 H -1.0484 -7.6603 3.2260
36 H -1.0937 -7.5342 1.4565
37 H -3.3987 -4.5456 -0.4417
38 H -2.7177 -3.1083 -0.3139
39 C 3.2441 -1.0994 -0.3467
40 C 4.0948 -0.1875 -1.2092
41 C 5.2095 -1.0784 -1.8728
42 C 5.9610 -0.5535 -3.0917
43 C 4.9480 -0.0669 -4.1014
44 C 4.0326 1.0006 -3.4599
45 N 3.3559 0.4101 -2.2967
46 O 2.2383 1.1957 -1.9099
47 C 4.8975 2.2040 -3.0303
48 C 3.0272 1.4253 -4.5496
49 C 4.8260 0.8260 -0.2776
50 H 2.9838 -1.9946 -0.9132
51 H 2.3013 -0.6661 -0.0081
52 H 3.7957 -1.3303 0.5646
53 H 5.9910 -1.3321 -1.1505
54 H 4.8108 -2.0357 -2.2171
55 H 6.5319 -1.3899 -3.5111
56 H 6.7914 0.1316 -2.9045
57 H 4.3061 -0.8933 -4.4125
58 H 5.4757 0.3564 -4.9590
59 H 5.2215 2.8739 -3.8348
60 H 4.2419 2.7945 -2.3887
61 H 5.8667 1.9564 -2.6061
62 H 2.2096 2.0024 -4.1192
63 H 3.5627 1.9867 -5.3125
64 H 2.5127 0.5471 -4.9441
65 H 5.7953 1.1576 -0.6552
66 H 5.1095 0.4428 0.7050
67 H 4.2267 1.7292 -0.1530
68 H 1.4829 0.6947 -2.2869
69 C -3.7039 0.8181 2.3998
70 C -2.4574 1.3551 3.0805
71 C -1.4909 0.1335 3.1472
72 C -0.0609 0.5118 3.5522
73 C 0.4480 1.5078 2.5129
74 C -0.4193 2.7228 2.2804
75 N -1.8292 2.3325 2.1934
76 O -2.6790 3.3707 1.7676
77 C -0.2227 3.7559 3.4342
78 C 0.0641 3.4060 0.9615
79 C -2.6950 1.9377 4.4896
80 H -4.5463 1.5052 2.2912
81 H -4.1342 -0.0416 2.9194
82 H -3.4637 0.4574 1.4000
83 H -1.9204 -0.5002 3.9288
84 H -1.4626 -0.4354 2.2191
85 H 0.5539 -0.3871 3.6159
86 H -0.0528 0.9318 4.5605
87 H 0.7423 0.9620 1.6100
88 H 1.4686 1.8256 2.7622
89 H -1.0458 4.4744 3.4297
90 H -0.3461 3.3684 4.4470
91 H 0.7497 4.2165 3.2616
92 H 1.1301 3.6205 1.0400
93 H -0.1717 2.7562 0.1188
94 H -0.3916 4.3767 0.7561
95 H -2.8882 3.0126 4.4548
96 H -1.8268 1.8579 5.1445
97 H -3.5565 1.5219 5.0166
98 H -2.8019 3.1132 0.8388

Values from the calculation:
- Multiplicity: 1
- Frontier orbital gap: 8.222 eV
- E_tot: -63661.2644 eV
- Maximum force: 7.5 eV/Å
- Charge: -1

Mulliken atomic charge list, values in e, 2 entries: O 1.1671; H 0.3171

=====

# C22H62N2O15

A cluster of 8 separate species, C22H62N2O15 in total at a distorted geometry (ωB97M-V with the def2-TZVPD basis set, OMol25).

Positions of all 101 atoms, in Å:
1 C 5.3128 0.1280 1.7500
2 O 4.6909 0.7571 0.6426
3 C 3.3899 1.2116 0.9209
4 C 2.3127 0.1711 1.1900
5 N 2.2675 -0.3045 2.6093
6 C 2.2699 0.7927 3.5834
7 C 2.0912 0.2535 4.9806
8 O 0.7199 0.0727 5.3547
9 C 0.5790 -0.3716 6.6640
10 H 4.8534 -0.8653 1.8695
11 H 5.1619 0.6005 2.7232
12 H 6.3536 -0.0793 1.5194
13 H 3.0342 1.7177 0.0160
14 H 3.3941 2.1228 1.5325
15 H 2.6049 -0.7195 0.6192
16 H 1.3388 0.4269 0.7626
17 H 1.3134 -0.6655 2.6852
18 H 1.5772 1.6174 3.3957
19 H 3.3173 1.0953 3.6758
20 H 2.4599 0.9836 5.7187
21 H 2.6979 -0.6372 5.1746
22 H 0.7901 0.4224 7.3937
23 H 1.0908 -1.3110 6.8973
24 H -0.4765 -0.5897 6.8665
25 C -2.3139 0.4399 1.2401
26 O -3.6515 0.2677 0.8681
27 C -3.8820 0.5359 -0.4884
28 C -3.5620 1.9767 -0.9502
29 N -4.3712 2.9747 -0.2766
30 C -5.7613 3.1718 -0.7343
31 C -6.4994 3.9436 0.3273
32 O -6.6320 3.2492 1.5368
33 C -7.9721 3.2557 2.0242
34 H -2.1040 1.4982 1.4281
35 H -1.5709 0.1075 0.4977
36 H -2.0417 -0.1735 2.1001
37 H -4.8659 0.2982 -0.8946
38 H -3.1953 -0.1200 -1.0575
39 H -3.8906 2.0133 -1.9928
40 H -2.5073 2.1897 -0.7816
41 H -4.4421 2.7952 0.7200
42 H -6.1987 2.1783 -0.9238
43 H -5.7757 3.6481 -1.7178
44 H -7.4760 4.1853 -0.1192
45 H -6.0424 4.9274 0.4689
46 H -8.6415 2.9758 1.2077
47 H -8.2190 4.2838 2.2982
48 H -8.0510 2.5687 2.8571
49 C 0.9100 3.4913 -0.5406
50 C 0.0469 3.6044 0.6886
51 O -1.3156 3.2893 0.4562
52 O 0.9129 2.1943 -1.0838
53 H 1.9038 3.8081 -0.2181
54 H 0.6070 4.2079 -1.3118
55 H 0.1097 4.5823 1.1885
56 H 0.4775 2.9739 1.4832
57 H -1.7564 3.1133 1.2897
58 H 0.1214 2.0588 -1.6180
59 C -0.6522 -3.7541 1.9673
60 C -0.7436 -3.0156 0.6403
61 O -0.2655 -1.6928 0.7407
62 O 0.7580 -4.0285 2.1328
63 H -1.1308 -4.7269 1.8166
64 H -1.0050 -3.2093 2.8405
65 H -1.7925 -2.9607 0.3545
66 H -0.2039 -3.6131 -0.0942
67 H 0.6760 -1.6617 0.9454
68 H 0.9736 -4.2338 3.0465
69 C 3.1362 -3.6421 -0.5599
70 C 4.3670 -3.9455 0.3185
71 O 5.2867 -2.8648 0.2537
72 O 2.2784 -2.7370 0.1227
73 H 2.5806 -4.5362 -0.8682
74 H 3.4771 -3.1669 -1.4812
75 H 4.8746 -4.7884 -0.1638
76 H 4.0175 -4.2233 1.3114
77 H 4.9544 -2.1908 -0.3455
78 H 2.0016 -3.1214 0.9723
79 C -0.7195 1.6791 -4.4570
80 C 0.5333 0.9019 -4.7341
81 O 0.2596 -0.5217 -4.7133
82 O -1.1495 1.3807 -3.1099
83 H -1.4929 1.3698 -5.1644
84 H -0.5611 2.7550 -4.5363
85 H 1.2614 1.0465 -3.9307
86 H 0.9305 1.1582 -5.7153
87 H 0.0318 -0.6633 -3.7791
88 H -1.7885 0.6681 -3.2142
89 C 2.3989 -3.3340 -4.4000
90 C 2.1853 -3.5212 -5.8943
91 O 3.4183 -3.3021 -6.5659
92 O 2.7288 -2.0078 -4.0281
93 H 3.1803 -4.0491 -4.1210
94 H 1.5164 -3.5645 -3.7906
95 H 1.4580 -2.7490 -6.1923
96 H 1.7090 -4.4869 -6.1020
97 H 3.2124 -3.4691 -7.4929
98 H 1.9046 -1.5239 -3.8984
99 O -0.0647 -1.0983 -1.9239
100 H -0.4102 -0.3109 -1.4877
101 H 0.3751 -1.5889 -1.2159

Values from the calculation:
- SMILES: COCCNCCOC.COCCNCCOC.OCCO.OCCO.OCCO.OCCO.OCCO.O
- Multiplicity: 1
- Frontier orbital gap: 8.512 eV
- E_tot: -57505.6161 eV
- Maximum force: 2.3 eV/Å
- ΔE to the lowest compared entry with this formula, charge and spin: 0.0 kJ/mol
- Charge: 0

Mulliken atomic charge list, values in e, 2 entries: C -0.5461; O -0.4966

=====

# C22H63N4O15

A cluster of 11 separate species, C22H63N4O15 in total (ωB97M-V with the def2-TZVPD basis set, OMol25).

Positions of all 104 atoms, in Å:
1 C -0.5960 4.9096 3.4622
2 C -0.8332 3.4231 3.2043
3 O -1.7121 3.2000 2.0855
4 C -1.1328 3.4054 0.8311
5 C -0.7846 2.0533 0.2340
6 O -0.4757 2.3002 -1.1706
7 N 0.0098 1.2222 -1.8243
8 C -0.4921 0.0011 -2.0523
9 C -1.7821 -0.4921 -1.5234
10 C -1.5967 -1.2430 -0.1911
11 C -1.1480 -2.7023 -0.4395
12 C -0.5209 -3.2496 0.8032
13 O -1.0805 -3.9799 1.5768
14 O 0.7648 -2.8870 1.0355
15 N 0.3526 -0.6720 -2.8255
16 C 1.3767 0.1445 -3.0932
17 N 2.4494 -0.1083 -3.8915
18 N 1.1990 1.3216 -2.4725
19 C 2.0400 2.5057 -2.4513
20 C 2.9922 2.4565 -1.2686
21 O 3.9181 1.4033 -1.4975
22 H 0.4630 5.1255 3.5068
23 H -1.0062 5.4889 2.6380
24 H -1.0982 5.2404 4.3649
25 H -1.3446 2.9635 4.0425
26 H 0.1061 2.8992 3.0224
27 H -1.8829 3.8572 0.1802
28 H -0.2771 4.0835 0.8381
29 H -1.6788 1.4391 0.3000
30 H 0.0407 1.5430 0.7318
31 H -2.4495 0.3588 -1.3996
32 H -2.2105 -1.1620 -2.2630
33 H -2.5255 -1.2280 0.3699
34 H -0.8275 -0.7355 0.3932
35 H -2.0012 -3.3241 -0.6889
36 H -0.4455 -2.7220 -1.2655
37 H 1.0167 -2.2095 0.3949
38 H 2.4305 0.1593 -4.8657
39 H 3.2912 -0.5062 -3.5199
40 H 2.6109 2.5047 -3.3739
41 H 1.4175 3.3920 -2.3890
42 H 3.5172 3.4015 -1.1557
43 H 2.4109 2.2443 -0.3688
44 H 4.1228 0.9781 -0.6593
45 C 2.9227 4.9872 1.1088
46 O 2.9798 3.9922 2.1267
47 H 2.2034 4.6295 0.3738
48 H 2.5808 5.9522 1.4903
49 H 3.8968 5.1069 0.6258
50 H 3.6061 4.2775 2.7988
51 C -5.1350 -1.4177 2.1750
52 O -4.1725 -0.6208 1.4712
53 H -4.7236 -2.4158 2.2572
54 H -5.3190 -1.0200 3.1739
55 H -6.0744 -1.4713 1.6227
56 H -4.5097 0.2769 1.4062
57 C -4.6655 -5.3397 0.1676
58 O -4.7580 -4.7030 1.4348
59 H -5.6809 -5.4939 -0.1884
60 H -4.1312 -4.7194 -0.5598
61 H -4.1684 -6.3101 0.2388
62 H -3.8617 -4.5724 1.7637
63 C 4.0946 -3.3586 0.4848
64 O 3.5378 -4.5238 1.0640
65 H 5.0588 -3.6162 0.0542
66 H 3.4507 -2.9694 -0.3158
67 H 4.2451 -2.5791 1.2386
68 H 2.6864 -4.2741 1.4409
69 C -1.7570 -5.0895 4.9933
70 O -2.1157 -3.9096 4.2918
71 H -2.2190 -5.0362 5.9765
72 H -2.1211 -5.9885 4.4875
73 H -0.6736 -5.1699 5.1223
74 H -1.7104 -3.9486 3.4178
75 C 0.8636 -5.3776 -1.8318
76 O 0.5625 -4.1677 -2.5302
77 H 0.3420 -5.3533 -0.8770
78 H 0.5253 -6.2483 -2.3960
79 H 1.9373 -5.4638 -1.6484
80 H 1.0183 -4.1902 -3.3762
81 C 2.0793 -8.5195 0.5889
82 O 3.2568 -7.9468 0.0359
83 H 2.2064 -9.5982 0.6246
84 H 1.9068 -8.1538 1.6049
85 H 1.2043 -8.2958 -0.0300
86 H 3.1275 -6.9931 0.0232
87 C -4.1442 4.8496 -1.6196
88 O -3.5886 5.2934 -0.3859
89 H -3.3431 4.8653 -2.3554
90 H -4.5348 3.8306 -1.5432
91 H -4.9445 5.5087 -1.9613
92 H -4.2889 5.2891 0.2737
93 C 4.2720 2.2275 -6.6778
94 O 3.3238 1.1924 -6.3968
95 H 5.1870 1.9716 -6.1514
96 H 4.4820 2.2855 -7.7458
97 H 3.9179 3.1990 -6.3263
98 H 2.5185 1.4008 -6.8816
99 C 0.1995 8.6110 2.0971
100 O 0.4663 7.6648 3.1295
101 H -0.4100 8.1040 1.3520
102 H -0.3552 9.4719 2.4744
103 H 1.1194 8.9619 1.6216
104 H 0.9984 8.1022 3.8010

Values from the calculation:
- Multiplicity: 1
- Frontier orbital gap: 8.801 eV
- E_tot: -60496.1292 eV
- Maximum force: 0.8 eV/Å
- Charge: +1

Mulliken atomic charge list, values in e, 2 entries: C -0.9389; C -0.1777